<w>
Computed, not measured: 6 unconnected molecules or ions with the total composition H13NO5, with ωB97M-V with the def2-TZVPD basis set.

Each line ends with the Löwdin charge.
Element x y z (Å)
1 N -1.903 -0.012 -1.714  0.0398
2 H -2.026 -0.239 -0.744  0.0337
3 H -2.345 -0.569 -2.418  0.0347
4 H -2.056 0.965 -1.866  0.0084
5 O 1.099 -3.380 0.498  -0.0511
6 H 0.938 -3.109 -0.404  0.0207
7 H 0.292 -3.738 0.857  0.0225
8 O -0.429 2.532 -2.743  -0.0755
9 H -0.809 2.621 -3.629  0.0412
10 H 0.163 1.763 -2.880  0.0275
11 O 0.839 -0.616 -2.386  -0.0838
12 H -0.100 -0.425 -2.153  -0.0250
13 H 1.355 -0.387 -1.639  0.0074
14 O 0.391 -0.312 4.383  -0.0501
15 H -0.175 -1.087 4.344  0.0361
16 H 1.245 -0.606 4.060  0.0387
17 O 0.315 1.917 1.942  -0.0618
18 H -0.599 2.210 1.793  0.0416
19 H 0.470 1.744 2.860  -0.0048

**SMILES**: N.O.O.O.O.O
**Gap between HOMO and LUMO**: 0.39710 Eh
**E_LUMO**: 0.366 eV
**Spin multiplicity**: 1
**Net charge**: 0



<x>
Computed, not measured: 6 unconnected molecules or ions with the total composition H13NO5, with ωB97M-V with the def2-TZVPD basis set.

Each line ends with the Löwdin charge.
Element x y z (Å)
1 N -0.994 0.529 -3.136  0.0276
2 H -0.959 -0.442 -2.864  0.0119
3 H -1.434 0.732 -4.018  0.0131
4 H -0.040 0.834 -3.155  -0.0075
5 O -2.648 1.364 1.790  -0.0608
6 H -2.197 0.715 2.348  0.0297
7 H -2.252 1.361 0.922  -0.0066
8 O 0.664 0.455 4.345  -0.0658
9 H 1.161 -0.387 4.351  0.0445
10 H 0.328 0.502 3.444  0.0186
11 O -0.552 0.071 0.080  -0.0645
12 H -0.834 0.756 -0.552  0.0292
13 H -0.623 -0.796 -0.297  0.0072
14 O 0.872 -2.413 0.177  -0.0772
15 H 1.533 -2.712 0.842  0.0608
16 H 1.362 -1.800 -0.394  0.0000
17 O 2.089 0.106 -1.073  -0.0635
18 H 2.725 0.104 -1.810  0.0586
19 H 1.799 1.023 -1.000  0.0446

**SMILES**: N.O.O.O.O.O
**Gap between HOMO and LUMO**: 0.39446 Eh
**E_LUMO**: 0.118 eV
**Spin multiplicity**: 1
**Net charge**: 0



Most stable of them? <w>.